# 1
A structure of composition C5H7BF4N9PtSTe, computed with ωB97M-V/def2-TZVPD.

Max |F|   0.23 eV/A
Total energy   -1897.64138 a.u.
HOMO-LUMO gap (spin up / spin down)   0.21773 / 0.25522 Eh
Energy relative to the best compared isomer or geometry (same formula, charge and spin)   100.04 kJ/mol
Net charge   -2
2S+1   2

Each line ends with the Mulliken spin population.
Geometry (Å):
Pt 0.197 0.005 0.088  0.459
N 2.863 0.836 2.279  0.001
C 3.015 1.177 0.945  0.016
N 4.075 1.798 0.458  0.001
N 3.809 1.925 -0.859  0.004
N 2.664 1.416 -1.144  0.002
N 2.121 0.915 -0.007  0.020
C 1.599 0.831 2.857  0.008
N 1.367 1.155 4.116  0.002
N 0.029 1.017 4.247  0.007
N -0.501 0.640 3.135  0.002
N 0.483 0.499 2.218  0.042
H 3.568 1.241 2.875  0.000
C 0.389 3.599 -0.548  -0.005
Te -0.721 2.096 -1.555  0.142
C -2.410 2.280 -0.272  -0.009
H 0.555 3.273 0.476  0.000
H -0.156 4.540 -0.577  0.010
H 1.347 3.688 -1.055  -0.002
H -2.913 3.232 -0.428  0.006
H -2.068 2.173 0.756  0.002
H -3.085 1.458 -0.504  0.000
F -2.383 -8.557 -2.725  0.000
B -2.503 -7.328 -3.415  0.000
F -2.183 -7.530 -4.777  0.000
F -3.834 -6.866 -3.313  0.000
F -1.624 -6.381 -2.856  0.000
S -2.463 -2.026 -0.283  0.038
C -1.236 -1.102 -0.130  0.252

Force components x, y, z for each atom (eV/Å):
0.1153 0.2010 0.0374
0.0020 0.0348 -0.0017
-0.0497 -0.0181 0.0215
0.0116 -0.0027 -0.0080
0.0185 -0.0024 0.0068
-0.0140 0.0135 0.0292
0.0239 0.0163 -0.1188
0.0075 -0.0106 0.0049
-0.0047 0.0035 -0.0052
-0.0032 -0.0001 0.0183
0.0207 -0.0192 -0.0064
-0.0644 -0.0132 0.0081
-0.0001 -0.0030 -0.0154
0.0198 0.0377 0.0359
0.0394 -0.1067 0.0179
-0.0349 0.0065 -0.0124
-0.0306 0.0004 0.0119
0.0073 0.0049 -0.0075
-0.0009 0.0052 -0.0045
0.0063 0.0018 -0.0007
0.0063 0.0031 -0.0064
0.0025 0.0000 0.0005
-0.0011 -0.0006 -0.0001
0.0238 -0.0097 -0.0033
-0.0014 -0.0001 -0.0002
-0.0028 0.0004 0.0000
-0.0674 -0.0743 -0.0421
-0.0709 0.0036 -0.0297
0.0409 -0.0722 0.0700

# 2
An isolated molecule of C5H7BFNO2, computed with ωB97M-V/def2-TZVPD.

Max |F|   4.99 eV/A
Total energy   -524.73479 a.u.
HOMO-LUMO gap   0.33949 Eh
Energy relative to the best compared isomer or geometry (same formula, charge and spin)   134.05 kJ/mol
Net charge   0
SMILES   OB(O)N1CC=CC=C1F

Each line ends with the natural charge from an NBO analysis.
Geometry (Å):
B 1.795 -0.346 0.019  1.171
C -1.945 0.246 0.665  -0.251
C -1.176 1.424 0.410  -0.364
C -1.549 -0.846 0.048  -0.137
C -0.049 1.477 -0.281  0.560
C -0.418 -0.993 -0.955  -0.257
N 0.626 0.016 -0.800  -0.704
O 2.648 0.546 0.591  -0.877
O 1.911 -1.718 0.130  -0.898
F 0.642 2.577 -0.613  -0.320
H -2.738 0.310 1.356  0.222
H -1.551 2.453 0.646  0.230
H -2.205 -1.726 0.280  0.206
H 0.048 -1.894 -0.867  0.238
H -0.812 -0.993 -1.930  0.195
H 2.245 1.397 0.489  0.494
H 2.529 -1.929 0.812  0.493

Force components x, y, z for each atom (eV/Å):
-1.5534 -0.8394 -1.0470
1.5626 0.3275 -0.4889
0.3306 3.6715 -0.4508
-1.3933 -2.6121 0.0812
1.4723 -4.5099 -1.3414
-1.1189 2.7467 1.2787
-0.8722 4.4822 2.0124
0.0364 -0.7467 0.1093
0.2490 0.6170 -0.0079
-0.2257 -0.6872 0.1823
-0.8429 -0.1967 0.5425
0.0978 -1.0599 0.0654
0.9805 0.4100 -0.5330
1.0827 -2.5842 0.5189
-0.7465 0.3434 -1.5316
0.1144 1.1076 0.0416
0.8265 -0.4697 0.5684

# 3
A structure of composition C5H7Br, computed with ωB97M-V/def2-TZVPD.

Max |F|   3.29 eV/A
Total energy   -2768.64254 a.u.
HOMO-LUMO gap   0.37283 Eh
Energy relative to the best compared isomer or geometry (same formula, charge and spin)   117.45 kJ/mol
Net charge   0

Each line ends with the natural charge from an NBO analysis.
Geometry (Å):
C 0.858 1.446 0.427  -0.153
C -0.462 1.298 0.251  -0.232
C 1.119 0.023 0.692  -0.479
C -0.365 -0.149 0.529  0.097
C -0.969 -0.888 -0.636  -0.667
Br -1.418 -0.562 2.328  -0.118
H 1.494 2.285 0.215  0.204
H -1.158 1.984 -0.144  0.217
H 1.655 -0.554 -0.187  0.215
H 1.385 -0.169 1.715  0.234
H -0.702 -1.866 -0.336  0.217
H -0.631 -0.680 -1.687  0.234
H -2.032 -0.802 -0.527  0.231

Force components x, y, z for each atom (eV/Å):
-0.5336 1.2991 -1.1085
1.9648 0.7636 0.9795
1.2208 -1.8399 -0.9586
-2.8805 1.4656 -0.6350
0.4126 -0.9863 0.5788
0.8857 -0.0573 -1.4673
0.3613 0.1439 0.0701
-1.1534 0.3514 -0.0450
-0.4939 0.9962 2.1793
0.9522 -0.6412 0.1787
-0.1203 -1.8146 -0.6901
0.0099 0.2439 1.2879
-0.6257 0.0755 -0.3697

# 4
An isolated molecule of C5H7Br, computed with ωB97M-V/def2-TZVPD.

Max |F|   3.75 eV/A
Total energy   -2768.62916 a.u.
HOMO-LUMO gap   0.36987 Eh
Energy relative to the best compared isomer or geometry (same formula, charge and spin)   152.58 kJ/mol
Net charge   0
SMILES   C#CC(C)(C)Br

Each line ends with the natural charge from an NBO analysis.
Geometry (Å):
C -0.105 2.517 -0.127  -0.155
C 0.087 1.345 0.004  -0.088
C -0.288 -0.664 -1.279  -0.621
C -0.128 -0.863 1.252  -0.651
C 0.275 -0.041 -0.029  0.022
Br 2.405 -0.280 0.025  -0.119
H -0.336 3.504 -0.309  0.229
H -0.225 -1.797 -1.071  0.228
H -1.272 -0.261 -1.278  0.226
H 0.272 -0.245 -2.033  0.231
H 0.484 -1.836 1.225  0.239
H 0.059 -0.511 2.253  0.236
H -1.227 -0.868 1.368  0.223

Force components x, y, z for each atom (eV/Å):
0.0298 -1.0822 0.1262
-0.1670 1.4239 0.0107
0.3157 -2.1646 2.9945
0.3704 -0.6062 -0.2458
1.7340 -2.1075 2.5754
-1.1667 0.1369 -0.3392
-0.2104 1.4569 -0.0808
-0.2518 1.7709 -1.1770
-1.1847 -0.2299 -0.4445
1.0230 0.1931 -2.2945
-1.7609 1.0355 -0.2319
1.0919 1.1167 0.0188
0.1768 -0.9436 -0.9117